A 3-piece molecular cluster, C3H3Cl9 overall, computed with ωB97M-V/def2-TZVPD.

Geometry as XYZ:
```
15
Properties=species:S:1:pos:R:3:forces:R:3
Cl -2.078 3.537 -0.371 0.11 0.08 -0.07
C -3.346 2.464 -0.930 -0.09 -0.24 0.00
Cl -4.850 2.761 -0.068 -0.05 -0.02 0.04
Cl -2.848 0.768 -0.765 -0.02 0.00 0.03
H -3.535 2.624 -1.983 0.10 0.15 -0.01
Cl 1.823 1.359 -2.407 -0.07 -0.01 -0.02
C 1.034 0.402 -1.156 0.17 0.03 0.13
Cl 1.475 0.994 0.450 -0.06 -0.02 0.01
Cl 1.458 -1.304 -1.309 -0.07 0.01 -0.11
H -0.037 0.497 -1.262 -0.06 0.04 -0.05
Cl 2.735 -1.883 3.297 0.08 0.12 0.15
C 2.122 -2.752 1.900 -0.33 0.02 0.14
Cl 1.181 -4.159 2.405 -0.02 -0.08 0.01
Cl 3.420 -3.216 0.828 0.23 -0.11 -0.17
H 1.444 -2.093 1.372 0.09 0.03 -0.08
```
Forces are in eV/Å.

**E_LUMO**: 0.0148 Ha
**Total energy**: -115861.2501 eV
**Orbital gap**: 0.4199 Eh

Atom charges from the Löwdin analysis, given in e for atoms 1 to 4: number 1, Cl, carries 0.54; number 2, C, carries -1.56; number 3, Cl, carries 0.54; number 4, Cl, carries 0.53